The following is a quantum chemistry calculation of C26H32FIrN6O as an isolated structure at a distorted geometry, from the OMol25 dataset.

Structure (XYZ):
```
67
C26H32FIrN6O (ωB97M-V with the def2-TZVPD basis set)
Ir 0.20 0.18 0.57
C -2.82 -0.06 3.67
C -1.95 -0.03 2.47
N -0.71 0.33 2.42
C 0.07 0.83 3.53
C 0.89 2.03 3.04
N 1.56 1.71 1.76
C 3.00 1.43 1.82
C 3.43 0.91 0.45
N 2.58 -0.24 0.11
C 2.67 -0.71 -1.28
C 1.59 -0.02 -2.12
N 0.33 -0.21 -1.44
C -0.78 -0.60 -2.02
C -0.85 -0.94 -3.47
C -1.91 -0.70 -1.12
C -3.22 -1.09 -1.42
C -4.15 -1.18 -0.40
C -3.79 -0.88 0.91
C -2.51 -0.45 1.18
N -1.61 -0.36 0.16
H -2.29 0.12 4.60
H -3.32 -1.03 3.75
H -3.61 0.70 3.57
H 0.74 0.04 3.88
H -0.55 1.14 4.38
H 1.61 2.32 3.80
H 0.22 2.87 2.87
H 1.41 2.48 1.13
H 3.19 0.67 2.58
H 3.57 2.33 2.08
H 4.49 0.64 0.46
H 3.28 1.68 -0.30
H 2.83 -1.00 0.73
H 2.46 -1.78 -1.28
H 3.66 -0.55 -1.70
H 1.59 -0.42 -3.13
H 1.80 1.06 -2.17
H -0.39 -0.17 -4.08
H -1.88 -1.07 -3.80
H -0.33 -1.88 -3.65
H -3.50 -1.32 -2.43
H -5.16 -1.49 -0.62
H -4.52 -0.98 1.71
F 1.49 -6.39 1.15
C 1.17 -5.10 1.07
C 0.07 -4.74 0.31
C -0.28 -3.39 0.24
C 0.48 -2.48 0.93
C 1.55 -2.84 1.72
C 1.92 -4.18 1.77
H -0.51 -5.49 -0.21
H -1.15 -3.10 -0.35
H 2.11 -2.12 2.30
H 2.77 -4.49 2.36
O -0.37 2.42 -0.23
N -0.47 2.85 -1.46
C 0.57 3.48 -2.04
C 0.49 3.97 -3.33
C -0.69 3.84 -4.04
C -1.76 3.19 -3.43
C -1.62 2.70 -2.15
H 1.45 3.60 -1.42
H 1.35 4.47 -3.75
H -0.78 4.23 -5.04
H -2.70 3.09 -3.94
H -2.42 2.20 -1.63
```

Summary:
charge	+2
electronic energy	-1617.3268	Ha
Kohn-Sham gap (alpha / beta)	6.34 / 6.34	eV
spin multiplicity	1
LUMO energy (alpha / beta)	-6.587 / -6.589	eV